Formula: C15H17N5Zn
Source: OMol25
Level of theory: ωB97M-V/def2-TZVPD

The geometry in XYZ format:
```
38
Properties=species:S:1:pos:R:3:forces:R:3
C -2.7276 -0.9353 1.1668 -3.1 -1.6 0.6
C -2.1656 1.2303 -1.6884 -2.6 -0.9 -1.3
H -2.7495 -1.8830 0.6226 0.4 0.3 -0.1
H -3.7064 -0.4483 0.9933 0.4 0.3 -0.1
H -2.6475 -1.0673 2.2352 0.7 0.2 0.0
H -1.5125 1.6208 -2.4818 0.1 0.1 1.0
H -2.5171 0.2573 -2.1260 0.0 0.6 0.1
H -3.0750 1.8613 -1.5796 0.5 -0.3 -0.3
C -0.2435 -2.6000 0.5497 0.7 -0.4 -0.6
C 0.6633 -3.6685 0.4653 -0.5 0.6 0.1
C 1.7779 -3.5125 -0.3467 0.1 0.1 -0.2
C 1.9734 -2.3024 -1.0101 -0.6 0.6 0.3
H -1.1093 -2.6646 1.2004 0.2 -0.1 -0.2
H 0.4580 -4.5712 1.0354 0.2 0.2 -0.1
H 2.5100 -4.3114 -0.4505 -0.2 0.1 0.0
H 2.8394 -2.1172 -1.6328 0.0 -0.3 0.2
N -0.0957 -1.4713 -0.1447 0.3 0.5 0.0
C 1.0313 -1.2593 -0.8513 0.2 -1.1 0.3
C 1.3037 0.1133 -1.3717 0.5 1.3 -0.6
N 0.4588 1.0904 -1.0229 0.2 -0.8 0.2
C 0.6249 2.3381 -1.4426 1.2 -0.2 -0.7
C 2.6489 1.7417 -2.5865 -0.4 0.0 0.4
C 1.7271 2.7300 -2.2262 -0.7 -1.0 0.6
H -0.1624 3.0338 -1.1785 0.2 0.0 0.0
H 1.8028 3.7582 -2.5238 0.2 0.2 -0.2
C 2.4329 0.4291 -2.1676 -0.6 -0.2 0.5
H 3.1224 -0.3691 -2.4035 0.1 0.3 -0.2
H 3.5268 1.9957 -3.1698 -0.1 -0.1 0.0
Zn -1.7552 0.4590 0.0903 3.4 0.8 0.6
C -1.5011 2.5056 0.8171 0.1 2.4 0.7
H -1.8152 3.2687 0.1030 -0.3 -0.3 -0.1
H -0.4651 2.6949 1.1134 -0.2 -0.6 -0.3
H -2.1153 2.5252 1.7211 -0.2 -0.4 -0.3
N -0.5090 0.3680 1.9782 -0.4 -0.4 -0.1
C 0.0615 0.2398 2.9948 0.3 0.2 0.0
N 0.8419 0.2310 4.0131 -0.2 0.3 -1.0
C 0.5807 -0.3991 5.1249 -0.1 -1.1 2.6
N 0.4877 -0.9116 6.1803 0.0 0.8 -1.8
```
Forces are in eV/Å.

Output
Energy relative to the best compared isomer or geometry (same formula, charge and spin) ... 6.123 eV
Kohn-Sham gap (alpha / beta) ... 6.59 / 4.91 eV

=====

Formula: C30H25AlBrGeN2O4
Source: OMol25
Level of theory: ωB97M-V/def2-TZVPD

The geometry in XYZ format:
```
64
Properties=species:S:1:pos:R:3:forces:R:3
Al 0.3401 1.1319 -0.6342 0.1 -0.4 0.5
O -2.2673 0.1527 -3.4290 -0.6 -0.2 -0.9
C -1.6246 0.5370 -2.3954 -1.2 0.1 0.8
O -0.4018 0.4713 -2.3019 1.3 0.6 -0.4
C -2.3937 0.9517 -1.1800 -0.1 -0.1 -0.6
C -3.7366 0.9743 -0.9025 -0.5 0.0 -0.1
C -4.1034 1.2596 0.4209 -0.3 0.0 -0.1
C -3.1511 1.4723 1.4086 0.0 0.0 0.3
C -1.8165 1.4388 1.0343 0.3 0.1 0.2
N -1.5173 1.2140 -0.2302 0.6 0.1 0.1
C -0.5309 1.5530 1.8831 0.0 -0.1 -0.4
O -0.5878 1.7038 3.0629 0.1 0.1 0.0
O 0.5613 1.4241 1.1229 -0.5 0.1 0.2
H -1.6554 -0.1135 -4.1410 -0.1 -0.1 0.0
H -4.4765 0.7707 -1.6704 0.1 0.0 0.1
H -5.1567 1.2920 0.6838 0.1 0.0 -0.1
H -3.4300 1.6512 2.4418 0.1 0.0 -0.1
C 0.0471 6.5368 -2.0880 0.2 -0.2 0.1
C 0.8177 5.2619 -1.8303 -0.2 0.4 -0.1
C 2.2113 5.2389 -1.8024 0.2 0.2 0.0
C 2.9161 4.0627 -1.5824 0.1 0.2 -0.1
C 2.1598 2.9439 -1.3824 -0.2 -0.3 -0.1
Br 2.8552 1.1918 -1.1104 0.2 0.0 0.1
N 0.8246 2.9222 -1.3593 0.2 -0.1 0.1
C 0.1644 4.0711 -1.5892 -0.2 -0.3 0.1
H 0.5114 7.1170 -2.8846 0.0 0.0 0.0
H 0.0379 7.1630 -1.1930 0.0 -0.1 0.0
H -0.9852 6.3345 -2.3666 0.0 0.0 0.0
H 2.7637 6.1620 -1.9593 -0.1 -0.1 0.0
H 3.9987 4.0304 -1.5698 -0.1 0.0 0.0
H -0.9189 4.0199 -1.5673 0.1 0.0 0.0
C 1.1069 -2.3033 -2.5881 0.1 -0.1 -0.3
Ge 0.4696 -1.8594 -0.8256 0.3 0.6 0.2
C -1.1256 -2.8004 -0.3941 -0.4 -0.2 0.1
C -1.0891 -4.1775 -0.6323 -0.3 -0.1 0.1
C -2.1856 -4.9672 -0.2951 0.1 0.1 0.0
C -3.3187 -4.3844 0.2616 0.0 0.0 0.0
C -3.3618 -3.0144 0.4929 0.0 0.0 0.0
C -2.2659 -2.2255 0.1691 -0.1 -0.2 0.0
C 1.8814 -1.8323 0.4377 0.3 -0.2 0.5
C 3.1422 -2.0771 -0.0838 0.2 0.1 0.2
C 4.2356 -2.3612 0.7632 -0.1 0.1 -0.2
C 4.0511 -2.3579 2.1171 -0.1 0.0 0.2
C 2.7875 -2.0596 2.6985 0.1 0.0 0.0
C 2.6278 -2.0172 4.1088 0.2 -0.1 -0.1
C 1.4262 -1.6910 4.6608 -0.2 0.1 0.0
C 0.3180 -1.4060 3.8267 0.1 0.0 0.2
C 0.4404 -1.4577 2.4693 0.3 -0.1 -0.1
C 1.6775 -1.7835 1.8595 0.2 0.0 -0.1
H 1.7980 -3.1494 -2.5219 -0.1 0.1 -0.1
H 1.6187 -1.4664 -3.0655 0.0 -0.1 0.0
H 0.2498 -2.6012 -3.1957 0.1 0.0 0.0
H -0.2102 -4.6493 -1.0662 -0.1 0.1 0.0
H -2.1528 -6.0377 -0.4686 0.0 0.1 0.0
H -4.1721 -5.0011 0.5172 0.1 0.0 0.0
H -4.2464 -2.5660 0.9360 0.1 -0.1 -0.1
H -2.3039 -1.1587 0.3736 0.0 -0.2 0.1
H 3.3016 -2.0861 -1.1614 0.0 -0.1 0.2
H 5.2068 -2.5975 0.3379 -0.2 0.1 0.1
H 4.8868 -2.5769 2.7776 -0.1 0.0 -0.1
H 3.4817 -2.2515 4.7420 -0.1 0.1 -0.1
H 1.3151 -1.6472 5.7384 0.0 0.0 -0.1
H -0.6328 -1.1379 4.2760 0.1 0.0 0.0
H -0.4138 -1.2385 1.8459 -0.1 0.0 -0.1
```
Forces are in eV/Å.

Output
Spin multiplicity ... 2
Energy relative to the best compared isomer or geometry (same formula, charge and spin) ... 1.646 eV
Kohn-Sham gap (alpha / beta) ... 5.40 / 5.50 eV
⟨S²⟩ ... 0.76
Charge ... +2

=====

Formula: C41H52AlN2P2S
Source: OMol25
Level of theory: ωB97M-V/def2-TZVPD

The geometry in XYZ format:
```
99
Properties=species:S:1:pos:R:3:forces:R:3
Al 0.4661 -0.9625 -0.3619 0.1 0.0 -0.2
C -0.6754 -4.0340 2.1096 0.1 0.0 0.0
C -0.4673 -2.7568 2.9173 0.0 0.2 -0.3
C -1.8076 -2.0957 3.2350 0.2 0.0 0.1
P 0.6164 -1.5229 2.0434 0.1 -0.4 1.0
C 1.1197 -0.3430 3.4178 -0.2 0.1 -0.3
C 1.4065 -1.0202 4.7560 -0.2 0.0 -0.2
C 2.3521 0.4363 2.9596 -0.2 0.1 -0.1
C 2.1490 -2.4106 1.6696 0.1 0.1 -0.1
C 2.6187 -3.5068 2.3843 0.1 0.0 -0.1
C 3.7862 -4.1442 2.0077 0.0 -0.1 0.1
C 4.4597 -3.7184 0.8719 -0.1 0.0 0.0
C 4.0000 -2.6376 0.1478 0.0 0.0 0.0
C 2.8654 -1.9300 0.5565 0.2 -0.2 0.4
N 2.3540 -0.8149 -0.1004 0.1 -0.2 0.0
C 3.1902 0.0895 -0.7269 -0.1 0.3 -0.1
C 4.5772 0.1520 -0.5522 0.1 0.0 0.2
C 5.3445 1.0545 -1.2601 -0.1 0.0 0.0
C 4.7569 1.9517 -2.1367 0.0 0.2 -0.1
C 3.3779 2.0033 -2.2183 0.0 -0.1 0.0
C 2.5926 1.0951 -1.5189 -0.1 -0.3 -0.1
P 0.8196 1.2703 -1.2237 0.6 0.8 -0.4
C 0.9560 2.6800 0.0338 -0.3 -0.3 0.0
C 0.9142 4.1011 -0.5114 0.1 -0.2 -0.1
C -0.0056 2.4663 1.2069 0.0 -0.1 0.0
C -0.0205 1.5124 -2.8751 -0.1 -0.1 0.3
C 0.3522 0.2298 -3.6232 0.0 -0.1 0.1
C 0.2692 2.7545 -3.7089 0.0 0.0 0.2
H -1.0034 -4.8352 2.7692 -0.1 -0.1 0.1
H 0.2416 -4.3518 1.6170 0.0 -0.1 -0.1
H -1.4385 -3.8926 1.3495 0.0 0.0 0.0
H 0.0406 -3.0157 3.8513 0.0 0.1 -0.1
H -2.3062 -1.7884 2.3148 -0.1 0.0 -0.1
H -1.6806 -1.2169 3.8652 -0.1 0.1 0.1
H -2.4573 -2.7984 3.7545 -0.1 0.0 0.0
H 0.2779 0.3511 3.5402 0.1 -0.1 -0.1
H 2.1110 -1.8411 4.6344 0.1 -0.1 0.0
H 0.5020 -1.3850 5.2371 0.0 -0.1 0.0
H 1.8624 -0.2915 5.4242 0.0 0.1 0.1
H 3.2317 -0.2052 2.9888 0.1 0.0 -0.1
H 2.5250 1.2829 3.6219 0.0 0.0 0.1
H 2.2302 0.8043 1.9424 0.1 0.1 0.0
H 2.0722 -3.8694 3.2414 -0.1 -0.1 0.1
H 4.1636 -4.9738 2.5825 0.0 -0.1 0.1
H 5.3449 -4.2393 0.5407 0.1 -0.1 0.0
H 4.5089 -2.3466 -0.7586 0.1 0.0 0.0
H 5.0568 -0.4919 0.1674 0.0 -0.1 0.0
H 6.4128 1.0656 -1.1163 0.2 0.0 0.0
H 5.3612 2.6326 -2.7142 0.1 0.1 0.0
H 2.9140 2.7692 -2.8192 -0.1 0.1 -0.1
H 1.9748 2.5065 0.4092 -0.2 -0.1 -0.2
H -0.0456 4.3396 -0.9544 -0.1 0.0 -0.1
H 1.6912 4.2541 -1.2541 0.1 0.1 -0.1
H 1.0902 4.7950 0.3079 0.0 0.1 0.1
H -0.9342 3.0144 1.0781 -0.1 -0.1 0.0
H 0.4508 2.8235 2.1271 0.0 0.0 0.1
H -0.2410 1.4007 1.3303 0.0 0.2 0.2
H -1.0968 1.4821 -2.6656 0.2 0.0 0.1
H 1.4081 0.2374 -3.8931 0.0 0.0 0.0
H -0.2350 0.1285 -4.5343 -0.1 0.0 0.0
H 0.1679 -0.6510 -2.9923 0.0 0.0 -0.3
H 1.2670 2.7183 -4.1353 0.1 0.0 0.0
H 0.1631 3.6661 -3.1290 0.0 0.1 0.0
H -0.4398 2.7958 -4.5348 0.0 0.0 -0.1
C -2.6443 4.1894 -1.1160 -0.3 -0.2 0.1
C -3.9944 3.5440 -0.8075 -0.1 0.2 0.1
C -4.9644 3.9194 -1.9373 0.1 -0.1 0.1
C -4.5055 4.1016 0.5290 0.1 0.0 -0.1
C -3.9092 2.0310 -0.6821 0.0 0.0 0.0
C -5.1109 1.3096 -0.6103 0.0 -0.2 0.0
C -5.1368 -0.0645 -0.5637 0.0 0.1 0.1
C -3.9277 -0.7368 -0.5813 0.3 -0.1 0.0
S -3.6768 -2.4493 -0.6893 0.3 0.4 0.0
C -1.9768 -2.1529 -0.7711 -1.0 0.3 0.0
N -1.6016 -0.8924 -0.6402 0.3 -0.9 0.0
C -2.7003 -0.0546 -0.5830 -0.9 0.1 0.1
C -2.7097 1.3401 -0.6195 0.1 -0.1 0.0
C -1.0538 -3.2106 -1.0466 1.0 -0.5 -0.3
C -1.4816 -4.5207 -1.2665 0.0 0.2 0.0
C -0.5425 -5.4919 -1.5423 -0.1 0.0 0.1
C 0.8005 -5.1439 -1.6123 0.0 0.0 -0.1
C 1.2087 -3.8346 -1.4128 0.1 0.3 0.0
C 0.2991 -2.8223 -1.1138 -0.7 0.1 0.3
H -2.7901 5.2412 -1.3456 0.0 0.1 0.0
H -2.1751 3.7201 -1.9766 0.2 -0.1 -0.1
H -1.9915 4.1273 -0.2522 0.2 0.0 0.0
H -5.0003 5.0006 -2.0474 0.0 0.1 0.0
H -5.9753 3.5780 -1.7387 -0.1 0.0 0.0
H -4.6374 3.4869 -2.8803 0.0 0.0 -0.1
H -4.5152 5.1884 0.4984 0.0 0.1 0.0
H -3.8574 3.7843 1.3443 0.1 0.0 0.1
H -5.5136 3.7586 0.7450 -0.1 0.0 0.0
H -6.0538 1.8305 -0.6109 -0.1 0.1 0.0
H -6.0665 -0.6098 -0.5308 -0.1 0.0 0.0
H -1.7611 1.8489 -0.6314 0.0 0.2 0.0
H -2.5345 -4.7664 -1.2164 0.0 -0.1 0.0
H -0.8508 -6.5158 -1.6965 0.0 0.0 0.0
H 1.5331 -5.9089 -1.8189 0.1 -0.1 -0.1
H 2.2600 -3.5974 -1.4716 0.1 -0.1 0.0
```
Forces are in eV/Å.

Output
Energy relative to the best compared isomer or geometry (same formula, charge and spin) ... 0.764 eV
Kohn-Sham gap ... 6.71 eV
Charge ... +1

=====

Formula: C14H37AgN2O6
Source: OMol25
Level of theory: ωB97M-V/def2-TZVPD

The geometry in XYZ format:
```
60
Properties=species:S:1:pos:R:3:forces:R:3
Ag 30.3805 0.9157 30.3489 -0.2 -0.3 0.4
C 33.2300 0.1047 23.8757 0.1 -0.5 1.5
C 33.1622 1.2761 24.8361 -0.3 0.7 0.4
O 32.2908 1.2791 25.9488 1.2 -0.3 -1.7
H 33.8957 -0.6290 24.3302 -0.2 -0.4 -0.1
H 33.7197 0.3884 22.9441 -0.5 0.1 -0.1
H 32.2230 -0.3084 23.8180 0.2 -0.1 -0.7
H 32.9760 2.1542 24.2178 -0.8 0.7 0.2
H 34.1616 1.5739 25.1533 0.3 -0.1 0.6
C 27.1132 -1.8140 35.6863 0.0 -0.9 0.7
O 27.7777 -1.9991 34.4240 -0.9 1.4 0.2
C 26.8861 -2.4124 33.3778 2.2 -2.1 0.2
C 27.7460 -3.0585 32.2085 -1.1 1.6 -1.6
N 28.0848 -2.0772 31.0415 -0.3 -0.5 1.4
C 28.6515 -2.7987 29.9487 3.4 -0.8 -0.4
C 30.1644 -3.3091 30.2408 -1.4 0.0 0.0
O 30.8425 -2.4104 31.0860 1.4 0.9 0.8
C 32.2749 -2.7704 31.0979 -1.1 -0.3 -1.0
H 27.1942 -2.7288 36.2734 0.3 -0.3 0.0
H 26.0368 -1.6488 35.7324 -0.2 0.3 -1.1
H 27.5209 -1.0401 36.3366 0.6 0.2 -0.7
H 26.1417 -1.6798 33.0660 0.3 0.3 -0.2
H 26.3857 -3.2764 33.8149 -0.6 -0.1 -0.2
H 27.1689 -3.8734 31.7713 -0.7 0.0 -0.1
H 28.6479 -3.6239 32.4427 0.2 0.9 0.8
H 27.2473 -1.7794 30.5619 -0.8 0.5 1.0
H 28.8582 -2.1676 29.0844 -0.5 0.6 0.1
H 27.9787 -3.5618 29.5575 0.3 -0.7 0.1
H 30.6945 -3.3391 29.2888 -0.1 -0.3 -0.3
H 30.2527 -4.2817 30.7248 -0.4 -0.3 -0.2
H 32.8977 -2.4385 31.9286 -0.8 0.5 0.2
H 32.6602 -2.3963 30.1494 0.4 0.0 0.0
H 32.3443 -3.8578 31.0685 0.1 -0.1 0.1
C 32.2889 2.3387 34.9895 0.1 -0.2 0.1
C 33.1687 3.2471 34.0728 -0.7 -2.2 0.0
O 33.4768 2.4015 32.9820 0.1 -0.6 -1.6
O 31.2323 1.6898 34.2470 0.2 1.0 -0.6
H 31.8816 2.9014 35.8295 0.0 0.1 0.0
H 32.8829 1.5086 35.3719 0.5 0.3 0.2
H 34.1758 3.4069 34.4580 -0.7 1.1 1.1
H 32.5943 4.0901 33.6889 0.3 0.4 0.4
H 34.4192 2.4475 32.8052 -0.1 0.0 -0.1
H 30.6866 1.1569 34.8299 0.2 0.1 0.2
C 25.7236 5.2362 30.5795 -2.0 0.1 1.0
C 26.3048 4.0800 29.8665 -1.5 0.1 -2.2
C 25.9016 3.9801 28.3367 -1.3 1.0 5.8
O 26.4204 2.7943 27.9154 0.2 0.4 -1.4
C 26.3201 2.9258 26.5217 1.1 -2.1 -1.0
N 27.7121 4.2260 29.9569 2.2 0.0 -0.1
H 26.0533 5.0708 31.6053 -0.1 0.7 0.3
H 24.6364 5.1622 30.6031 -0.2 0.0 0.1
H 25.9320 6.2500 30.2376 0.5 -0.2 -0.2
H 25.8935 3.1799 30.3234 0.4 -0.3 0.2
H 26.1644 4.9672 27.9564 0.6 -0.3 -1.1
H 24.8152 3.9224 28.4053 -0.4 0.1 -0.7
H 25.3131 3.1611 26.1772 0.0 0.4 0.1
H 26.5522 1.9354 26.1302 0.1 0.0 -0.4
H 27.1133 3.6054 26.2100 -0.4 0.3 -0.5
H 27.8708 5.0437 30.5281 0.4 -0.2 0.8
H 27.9994 4.6357 29.0795 0.5 -0.4 -0.6
```
Forces are in eV/Å.

Output
Spin multiplicity ... 2
Energy relative to the best compared isomer or geometry (same formula, charge and spin) ... 1.083 eV
Kohn-Sham gap ... 6.43 eV
⟨S²⟩ ... 0.75
Charge ... +1